{
  "formula": "C55H50N5P2S4Zr",
  "method": "wB97M-V/def2-TZVPD",
  "elements": ["Zr", "S", "S", "S", "S", "P", "P", "N", "N", "N", "N", "N", "C", "C", "C", "C", "C", "C", "C", "C", "C", "C", "C", "C", "C", "C", "C", "C", "C", "C", "C", "C", "C", "C", "C", "C", "C", "C", "C", "C", "C", "C", "C", "C", "C", "C", "C", "C", "C", "C", "C", "C", "C", "C", "C", "C", "C", "C", "C", "C", "C", "C", "C", "C", "C", "C", "C", "H", "H", "H", "H", "H", "H", "H", "H", "H", "H", "H", "H", "H", "H", "H", "H", "H", "H", "H", "H", "H", "H", "H", "H", "H", "H", "H", "H", "H", "H", "H", "H", "H", "H", "H", "H", "H", "H", "H", "H", "H", "H", "H", "H", "H", "H", "H", "H", "H", "H"],
  "positions_angstrom": [[0.56580, 0.31223, -0.99278], [0.16867, 2.62045, 3.01568], [-0.45547, -0.64983, 2.36576], [2.46241, 0.29556, 3.64933], [-1.16609, 3.60718, -4.35828], [1.46014, -2.15892, -0.19523], [-2.08542, 0.67175, -0.33462], [1.47655, 2.28769, -0.58881], [1.51570, 4.49433, -0.46934], [2.47456, -2.26958, -1.59131], [-0.10100, 2.06320, -2.64805], [2.61754, 0.01827, -2.01950], [2.25903, 1.74434, 4.72406], [-0.02884, -3.87256, -1.89503], [-1.40677, 0.34894, 3.58239], [-0.43112, -0.70569, -2.65828], [4.42229, -3.42154, 2.30584], [2.45543, -4.60596, 0.72852], [4.88601, -0.40947, -3.58838], [-3.65635, 2.64733, -1.67407], [-0.45675, 4.31613, -2.97718], [-5.20118, -0.66950, 2.78301], [0.45925, -1.68235, 3.57150], [-3.83440, -1.87299, -3.78653], [-4.08277, -0.64669, -1.74927], [-1.87865, -4.45266, 0.10039], [-4.15779, 1.11915, 1.55379], [-1.62481, -2.11296, -4.81248], [3.22855, 1.03695, -2.68351], [-4.17645, 3.93109, -1.78632], [3.49651, -2.62749, 1.64934], [-2.44225, -1.63928, -3.75868], [4.29021, -1.45644, -2.92829], [2.57594, 4.05415, 0.31104], [4.64601, 2.56997, 1.31917], [-1.85243, -0.91016, -2.68459], [0.29224, -1.12560, -3.76187], [0.92822, 3.42598, -1.01814], [-2.26664, 3.39342, 0.14098], [-1.44242, 1.85492, 3.34352], [-2.80374, 4.66624, 0.03919], [-0.74082, 2.06423, -3.78401], [1.44107, -0.95248, 4.49383], [2.50706, -3.21934, 0.86391], [-4.30420, -1.57596, 2.22932], [3.63132, 1.89547, 0.67077], [-2.72978, -0.38968, -1.68738], [-3.33770, -1.14003, 1.34042], [0.89098, 2.42131, 4.68736], [-5.12271, 0.67318, 2.44791], [-2.69627, 2.36634, -0.70614], [-3.26631, 0.21073, 0.99126], [-4.64087, -1.40024, -2.79130], [3.56687, 4.72877, 1.01333], [-0.84709, -3.56260, 0.35240], [0.08653, -3.27071, -0.64539], [0.06548, 3.34881, -2.17706], [4.37914, -4.80217, 2.16487], [3.13854, -1.21958, -2.16673], [2.56663, 2.65742, 0.20000], [-0.28987, -1.83513, -4.82873], [4.33275, 0.87045, -3.46931], [4.59522, 3.95774, 1.51738], [-1.06615, -4.75798, -2.14233], [-1.99017, -5.04838, -1.14753], [-3.75859, 4.94050, -0.93064], [3.39877, -5.38935, 1.37533], [3.56232, 5.80512, 1.12122], [-5.82622, 1.38028, 2.86672], [5.40415, 4.43997, 2.04945], [-0.44977, 5.38521, -2.83684], [3.02691, 2.42933, 4.37714], [-4.93563, 4.13701, -2.53015], [-2.50114, 5.43825, 0.73657], [0.96829, -2.43009, 2.96619], [-1.14033, -5.23670, -3.10988], [5.76780, -0.57538, -4.19247], [-0.98477, 1.16323, -4.32937], [0.33108, -2.16519, -5.65166], [-1.85338, 2.34798, 4.22468], [2.78991, 2.01636, -2.56649], [-2.78600, -5.75537, -1.34085], [-2.65392, -1.84824, 0.89067], [3.67892, 0.83136, 0.49110], [-4.25236, -2.42732, -4.61788], [-4.18400, 5.93248, -1.00873], [-0.96209, 0.13426, 4.55176], [2.49777, 1.44177, 5.74324], [-2.08370, -2.68025, -5.61306], [1.68300, -5.07649, 0.13286], [-1.53516, 3.18664, 0.91644], [-0.74696, -3.10653, 1.33120], [-5.96281, -1.01174, 3.47067], [-5.70587, -1.58767, -2.80423], [0.91692, -0.43758, 5.29731], [4.69329, -2.45810, -2.99215], [0.68453, -3.65954, -2.67706], [-0.28902, -2.19072, 4.17979], [-2.42429, -0.04363, 3.57260], [-4.03291, 1.86587, -2.32080], [1.26821, 5.46066, -0.61805], [2.92013, -3.16745, -1.72960], [3.37153, -6.46417, 1.25667], [1.34867, -0.91204, -3.85480], [3.53860, -1.55044, 1.75016], [-2.07241, 2.09965, 2.49246], [5.18611, -2.96100, 2.91891], [-4.74593, -0.25751, -0.98803], [4.75981, 1.71276, -3.99311], [-4.37324, -2.62621, 2.48116], [-4.12521, 2.16820, 1.29039], [2.11555, -1.68189, 4.94115], [-2.58139, -4.69898, 0.88571], [0.97325, 3.41491, 5.12615], [0.16431, 1.85361, 5.26649], [5.50394, 2.02316, 1.68758], [5.11403, -5.41882, 2.66423]],
  "forces_ev_per_a": [[0.2, 0.5, 0.1], [0.0, 0.1, 0.2], [0.2, 0.1, 0.6], [0.2, -0.1, 0.0], [0.0, -0.2, 0.2], [0.6, -1.6, -0.9], [-1.6, 0.2, -0.7], [0.0, 0.2, 0.0], [-0.3, 0.0, 0.0], [0.0, 0.2, 0.0], [0.1, -0.3, 0.7], [-0.1, -0.3, 0.0], [-0.2, -0.3, -0.3], [0.0, 0.0, 0.0], [-0.1, 0.1, -0.3], [-0.1, 0.2, -0.1], [0.1, 0.1, 0.0], [-0.2, 0.0, 0.0], [-0.2, -0.1, 0.1], [0.0, -0.1, 0.0], [0.0, 0.0, 0.1], [0.0, 0.0, 0.0], [0.1, 0.3, -0.2], [-0.1, 0.0, 0.0], [0.1, 0.0, 0.1], [0.0, 0.0, 0.0], [0.0, -0.1, -0.1], [0.0, 0.0, 0.0], [0.2, 0.1, -0.1], [0.0, 0.1, 0.0], [-0.1, 0.0, 0.0], [0.1, 0.0, 0.1], [0.1, 0.1, -0.1], [0.2, -0.5, 0.3], [0.0, -0.1, 0.1], [-0.2, -0.1, 0.0], [0.0, 0.1, 0.0], [0.2, 0.1, 0.0], [0.1, -0.1, 0.0], [0.4, 0.0, -0.1], [0.0, 0.1, 0.1], [-0.2, 0.0, -0.3], [0.1, 0.3, -0.3], [-0.2, 0.6, 0.4], [0.0, -0.1, 0.0], [-0.1, 0.1, 0.1], [0.0, 0.0, 0.0], [-0.2, 0.0, -0.1], [0.1, 0.0, -0.3], [-0.1, 0.0, 0.0], [0.4, 0.1, 0.0], [0.4, -0.2, 0.1], [0.0, 0.0, -0.1], [-0.1, 0.1, -0.1], [0.2, 0.0, 0.0], [-0.2, 0.2, 0.3], [-0.3, 0.3, -0.3], [0.0, 0.0, -0.1], [-0.1, -0.1, 0.0], [0.2, 0.3, 0.1], [0.0, -0.1, -0.1], [-0.1, 0.1, 0.0], [0.0, 0.0, 0.0], [0.0, 0.0, 0.0], [0.0, 0.0, 0.0], [0.0, 0.0, 0.0], [0.1, 0.0, 0.0], [0.0, 0.0, 0.0], [0.0, 0.0, 0.0], [0.0, 0.0, 0.0], [0.0, 0.0, 0.0], [0.2, 0.1, 0.0], [0.0, 0.0, 0.0], [0.0, 0.0, 0.0], [0.1, -0.1, 0.1], [0.0, 0.0, 0.0], [0.0, 0.0, 0.0], [0.0, 0.0, 0.0], [0.0, 0.0, 0.0], [-0.2, -0.1, 0.0], [0.0, 0.0, 0.0], [0.0, 0.0, 0.0], [-0.1, 0.0, 0.0], [0.0, -0.1, 0.1], [0.0, 0.0, 0.0], [0.0, 0.0, 0.0], [0.0, 0.0, 0.0], [0.1, 0.2, 0.0], [0.0, 0.0, 0.0], [0.0, 0.0, 0.0], [0.0, 0.1, -0.1], [-0.1, -0.1, 0.0], [0.0, 0.0, 0.0], [0.0, 0.0, 0.0], [0.0, -0.1, 0.1], [0.0, 0.0, 0.0], [0.0, 0.0, 0.0], [0.0, -0.1, -0.1], [0.0, 0.0, 0.1], [0.0, 0.0, 0.0], [0.0, 0.0, -0.1], [0.0, 0.0, 0.0], [0.0, 0.0, 0.0], [0.0, 0.0, 0.0], [0.0, 0.1, 0.1], [0.0, 0.0, 0.2], [0.0, 0.0, 0.0], [0.0, 0.0, 0.1], [0.0, 0.0, 0.1], [0.0, 0.0, 0.0], [-0.1, 0.0, 0.0], [-0.1, -0.1, 0.1], [0.0, 0.0, 0.0], [0.0, -0.1, 0.1], [0.0, 0.1, 0.1], [0.0, 0.0, 0.0], [0.0, 0.0, 0.0]],
  "mulliken_charge": [-2.1842, 0.1482, 0.5190, 0.2199, -0.0938, 1.4037, 3.3868, 1.7979, 0.1217, 0.5658, 0.9355, 1.5435, -0.9774, -0.5258, -1.5221, 2.7003, -0.7036, -0.9617, -0.8562, -0.7071, -0.2086, -1.0759, -0.9626, -1.0317, -0.2923, -0.1554, -0.1784, -0.9893, -0.5009, -0.9210, -0.1492, 1.5424, -0.9750, 0.6455, -1.0243, -1.2920, -1.0944, -0.8248, -0.0436, -0.2075, -1.0760, -0.2484, -1.3522, 0.8515, -0.5753, -0.6117, 0.0199, -0.0916, -0.9494, -0.8549, 0.9843, 0.7652, -1.1142, -1.1834, -0.9239, 0.9223, -0.3803, -0.7096, -0.4287, -0.2258, -1.1909, -1.0218, -0.7621, -0.9258, -0.8645, -0.9258, -0.7230, 0.5182, 0.4933, 0.4791, 0.4496, 0.3682, 0.4741, 0.5950, 0.2397, 0.4752, 0.4778, 0.1757, 0.4731, 0.7326, 0.0825, 0.4522, 0.0869, 0.4805, 0.5161, 0.4539, 0.7463, 0.5508, 0.4898, 0.4482, -0.3129, 0.5550, 0.4149, 0.4879, 0.5709, 0.5861, 0.5521, 0.6853, 0.4256, 0.4557, 0.2836, 0.4453, 0.4864, 0.3240, 0.3258, -0.6034, 0.4980, 0.6251, 0.5559, 0.5087, 0.3103, 0.6327, 0.5036, 0.6357, 0.3897, 0.4848, 0.4390],
  "homo_ha": -0.53757,
  "total_charge": 3
}